1.
Computed, not measured: a structure of composition C42H58F5N5O7PS4SbSeSiTeTi, with ωB97M-V/def2-TZVPD.

```
127
Properties=species:S:1:pos:R:3:forces:R:3:mulliken_charge:R:1
Ti 2.3723 1.6640 -0.6091 -0.289 -0.018 -0.548 0.7356
Se 8.2001 -2.0881 4.1401 0.096 -0.059 0.108 0.1274
N 8.3241 -1.6090 2.4223 -0.007 0.000 -0.033 -0.9375
C 7.1497 -1.1695 2.0706 -0.037 0.055 -0.035 0.8414
C 6.8238 -0.6782 0.7415 0.112 -0.046 -0.012 0.8703
C 7.7489 -0.6901 -0.2978 0.027 -0.066 0.134 -0.8211
C 7.3570 -0.2629 -1.5450 -0.021 0.066 -0.104 -0.9195
C 6.0410 0.1624 -1.7068 -0.016 0.003 0.008 -0.3748
N 5.1697 0.1963 -0.7182 -0.155 0.099 -0.592 0.4469
C 5.5299 -0.2141 0.4790 0.156 -0.094 0.019 -0.7062
C 4.4851 -0.2068 1.5110 -0.415 -0.003 0.406 -1.5640
N 3.2529 0.2552 1.2008 0.262 -0.158 0.528 1.9200
C 2.3062 0.1463 2.1317 -0.035 -0.021 -0.330 0.2167
C 2.5163 -0.3283 3.4157 -0.099 -0.070 0.105 -1.2222
C 3.7794 -0.7321 3.7572 0.105 -0.061 0.079 -0.8979
C 4.7798 -0.6893 2.7925 -0.021 0.016 0.001 1.1184
C 6.1226 -1.1740 3.0957 -0.062 0.067 -0.110 0.9975
N 6.4807 -1.6169 4.2660 -0.029 -0.020 0.052 -0.8844
H 8.7493 -1.0567 -0.1063 0.000 0.020 0.002 0.4901
H 8.0420 -0.2518 -2.3828 -0.019 -0.045 0.008 0.4208
H 5.6767 0.4781 -2.6798 -0.002 0.039 0.016 0.3434
H 1.3158 0.4756 1.8464 -0.018 -0.009 0.028 -0.3684
H 1.6870 -0.3777 4.1081 0.010 -0.011 -0.014 0.6186
H 4.0163 -1.1113 4.7428 -0.007 0.005 -0.004 0.4871
S 4.1271 -3.3034 0.3000 -0.014 0.050 0.028 -0.7288
Sb 2.2303 -2.8285 -0.9122 0.169 -0.008 -0.021 -0.0310
S 2.1594 -0.5408 -1.7291 -0.213 0.229 0.158 -0.4128
S 0.6662 -2.5796 1.0907 0.129 0.004 0.132 -0.5439
C -1.9817 -0.4149 3.3750 -0.003 0.034 -0.058 -0.8906
C -2.5299 -1.8211 3.5809 0.054 0.015 0.039 2.3578
C -3.8619 -1.7639 4.3202 -0.021 0.031 0.026 -1.8899
C -1.5244 -2.6762 4.3417 0.044 -0.005 0.015 -1.8410
O -2.7911 -2.4959 2.3475 -0.061 -0.029 -0.053 0.5713
Si -2.5723 -2.1622 0.7581 0.106 0.067 0.026 -2.5960
S -0.7222 -1.2996 0.2260 -0.164 -0.054 -0.140 0.9743
O -3.5326 -0.9716 0.1934 -0.080 0.013 0.066 0.5142
C -4.9236 -0.7347 -0.0109 0.029 -0.018 -0.044 1.8891
C -5.1082 -0.4482 -1.4974 -0.003 -0.007 -0.012 -1.3031
C -5.7541 -1.9376 0.4191 0.007 -0.035 0.034 -1.5160
C -5.2967 0.4891 0.8186 0.027 0.041 0.018 -1.4160
O -2.9419 -3.5596 0.0002 -0.057 0.144 -0.114 0.7083
C -2.9505 -4.9422 0.3459 0.014 -0.060 0.038 1.8746
C -2.9749 -5.6870 -0.9810 0.009 -0.057 -0.037 -1.7830
C -4.2097 -5.2400 1.1531 -0.027 -0.007 0.061 -1.5281
C -1.7081 -5.3241 1.1373 0.075 0.039 0.021 -1.5183
H -1.8842 0.0868 4.3413 -0.008 -0.007 -0.025 0.7035
H -2.6471 0.1816 2.7459 0.034 -0.017 0.030 -0.1731
H -1.0035 -0.4366 2.8919 -0.031 -0.007 0.018 -0.2359
H -3.7342 -1.3201 5.3105 -0.006 -0.013 -0.016 0.4225
H -4.2714 -2.7698 4.4335 0.002 0.004 -0.004 0.3312
H -4.5769 -1.1584 3.7584 0.009 -0.008 0.014 0.2766
H -1.2524 -2.2009 5.2877 -0.017 -0.017 -0.007 0.4456
H -0.6230 -2.8028 3.7382 -0.011 0.016 0.028 0.2061
H -1.9456 -3.6624 4.5519 0.007 0.007 -0.010 0.3200
H -5.0284 -1.3702 -2.0763 0.050 0.009 -0.009 0.3189
H -4.3271 0.2310 -1.8431 -0.033 0.025 -0.002 0.0309
H -6.0866 0.0026 -1.6864 0.007 -0.038 -0.003 0.3653
H -5.4789 -2.8123 -0.1705 -0.005 0.008 0.013 0.1323
H -6.8163 -1.7306 0.2686 0.003 -0.005 0.001 0.4795
H -5.5880 -2.1653 1.4760 -0.008 0.007 -0.029 0.2376
H -4.7611 1.3688 0.4579 -0.034 -0.028 0.031 0.2883
H -5.0297 0.3292 1.8659 -0.015 0.006 -0.020 0.1177
H -6.3700 0.6838 0.7541 0.011 0.000 -0.009 0.5167
H -3.8333 -5.3663 -1.5747 0.005 -0.007 0.002 0.3037
H -3.0390 -6.7649 -0.8148 -0.001 0.005 -0.009 0.4177
H -2.0662 -5.4692 -1.5439 -0.016 -0.006 0.005 0.2687
H -5.1045 -5.0567 0.5550 0.003 0.014 0.001 0.3388
H -4.2397 -4.6009 2.0372 0.003 -0.024 -0.013 0.0290
H -4.2137 -6.2849 1.4730 -0.015 0.001 -0.011 0.4817
H -0.8045 -5.0479 0.5898 -0.063 -0.018 0.043 0.2954
H -1.7028 -6.4022 1.3149 0.009 -0.002 0.008 0.5434
H -1.6877 -4.8075 2.0992 0.010 -0.030 -0.060 0.1143
C -2.0060 4.0987 -3.8249 0.069 0.027 -0.052 -1.5385
C -1.8413 3.1097 -2.6930 0.010 -0.028 0.102 0.6308
O -2.1021 1.7765 -3.1495 -0.024 -0.087 -0.232 -0.3849
P -0.8498 0.7057 -3.0073 -0.242 0.142 0.059 0.0063
O -1.7947 -0.5362 -3.5583 0.208 0.135 0.000 -0.4533
C -1.1413 -1.8098 -3.6023 0.085 0.002 0.047 0.4120
C -2.1848 -2.8977 -3.4874 -0.048 0.018 0.040 -1.0481
O 0.0761 1.0675 -4.3247 -0.310 -0.167 0.105 0.7073
C -0.3766 0.7994 -5.6613 0.079 -0.069 0.073 -0.3232
C -0.0954 1.9366 -6.6165 0.019 0.096 -0.016 -1.2760
H -1.8878 5.1169 -3.4448 -0.014 -0.016 -0.012 0.4141
H -2.9935 4.0042 -4.2820 0.003 -0.004 0.003 0.3585
H -1.2434 3.9332 -4.5862 -0.019 0.008 0.034 0.1252
H -2.5541 3.3215 -1.8924 -0.010 0.012 0.038 0.1917
H -0.8359 3.1823 -2.2684 0.022 -0.012 0.004 -0.3121
H -0.4114 -1.8821 -2.7892 -0.007 -0.018 -0.025 -0.2971
H -0.5902 -1.8966 -4.5450 -0.015 0.018 -0.018 0.2773
H -2.5992 -2.9321 -2.4783 -0.013 0.027 -0.032 -0.1391
H -1.7383 -3.8705 -3.7068 0.006 0.005 0.020 0.4310
H -2.9956 -2.7169 -4.1980 0.025 -0.020 -0.003 0.3619
H -1.4427 0.5716 -5.6385 -0.051 0.000 -0.001 0.3388
H 0.1603 -0.0898 -5.9988 -0.016 -0.057 -0.021 0.1847
H -0.5752 2.8610 -6.2932 0.004 -0.057 -0.011 0.2287
H -0.4990 1.6627 -7.5968 0.014 0.019 -0.002 0.3947
H 0.9740 2.1138 -6.7059 -0.040 -0.002 0.014 0.2109
C 4.4407 5.7313 2.0598 0.001 -0.009 0.003 -0.4864
C 4.6089 4.4330 2.5170 -0.010 -0.027 0.003 -0.8016
C 3.6880 3.4465 2.1893 0.003 0.011 0.081 0.0034
C 2.5899 3.7409 1.3854 -0.247 -0.074 0.116 -0.4894
C 2.4257 5.0505 0.9298 0.036 0.041 -0.008 0.4170
C 3.3415 6.0334 1.2638 -0.037 -0.012 -0.007 -0.8286
N 1.6823 2.7236 0.9835 -0.126 0.177 0.016 1.4976
C 0.3357 2.8888 1.2717 0.136 -0.056 -0.018 -0.5577
C -0.1410 3.7223 2.2987 -0.041 0.040 0.017 -0.4428
C -1.4984 3.8021 2.5766 0.032 -0.011 0.006 -1.0053
C -2.4279 3.0594 1.8575 0.035 0.021 -0.013 -0.4485
C -1.9644 2.2193 0.8515 0.039 -0.002 -0.046 0.2215
C -0.6148 2.1323 0.5663 0.024 -0.020 -0.009 0.3377
H 5.1648 6.4980 2.3077 0.003 0.001 -0.002 0.3571
H 5.4663 4.1789 3.1303 -0.016 0.004 -0.002 0.4083
H 3.8207 2.4342 2.5492 0.011 0.007 -0.008 0.2257
H 1.5872 5.2708 0.2806 0.014 -0.005 -0.014 0.4284
H 3.2114 7.0376 0.8777 -0.005 -0.001 0.005 0.3520
H 0.5635 4.3072 2.8768 -0.010 0.002 0.000 0.4959
H -1.8316 4.4517 3.3792 0.001 0.015 -0.008 0.3411
H -3.4858 3.1265 2.0816 -0.011 0.001 0.009 0.4259
H -2.6515 1.6129 0.2707 0.060 -0.019 0.040 0.0826
H -0.2919 1.4689 -0.2301 -0.031 0.045 -0.014 -0.1388
F 1.5661 3.4517 -4.6792 -0.197 -0.113 0.062 -0.4455
Te 2.8350 2.4322 -3.7668 0.600 1.022 -0.515 1.8240
F 3.1053 4.1244 -2.8670 -0.011 -0.071 -0.010 -0.5349
F 2.7844 1.3346 -5.4265 -0.223 -0.047 0.101 -0.5578
F 3.9318 2.5241 -0.7580 0.039 0.047 -0.213 -0.5920
F 4.2698 3.2158 -4.7821 0.040 -0.238 0.022 -0.4383
O 1.4256 2.3846 -1.8396 0.705 -0.647 0.434 -0.5581
```
Positions in Å, forces in eV/Å.

As for the charge: -2. The energy above the lowest of the compared OMol25 structures with the same formula, charge and spin comes out at 86.0 kJ/mol. Its multiplicity is 1. The orbital gap comes out at 5.61 eV.



2.
Computed, not measured: a structure of composition C42H58F5N5O7PS4SbSeSiTeTi, with ωB97M-V/def2-TZVPD.

```
127
Properties=species:S:1:pos:R:3:forces:R:3:mulliken_charge:R:1
Ti -0.3440 0.5252 -1.3490 0.186 -0.255 -0.847 1.2869
Se 0.2354 6.7963 4.3032 0.000 0.002 -0.001 0.1264
N -1.1252 5.6919 3.9346 0.001 -0.007 -0.005 -0.8958
C -0.6118 4.6109 3.4192 0.015 -0.004 -0.011 0.7430
C -1.3936 3.4465 3.0229 -0.025 0.018 -0.010 0.8087
C -2.7871 3.4249 3.0958 0.008 -0.022 -0.015 -0.6602
C -3.4461 2.2678 2.7565 0.006 0.031 0.000 -1.6553
C -2.6856 1.1419 2.4299 0.020 0.004 -0.062 -0.3990
N -1.3704 1.1521 2.3520 0.007 -0.035 -0.049 0.8840
C -0.7319 2.3005 2.5726 0.001 -0.010 0.042 -0.5456
C 0.7225 2.3369 2.2840 -0.045 0.060 -0.124 -0.3150
N 1.2361 1.3203 1.5848 0.205 0.028 0.119 1.3208
C 2.5279 1.3533 1.3011 -0.045 -0.030 -0.067 -0.1453
C 3.3892 2.3766 1.6999 -0.003 -0.022 -0.041 -1.6932
C 2.8578 3.4419 2.3861 0.033 0.026 0.031 -0.7326
C 1.4941 3.4387 2.6727 -0.050 0.036 -0.022 0.6248
C 0.8377 4.5870 3.2900 -0.010 -0.011 -0.008 0.8715
N 1.4718 5.6458 3.7063 0.003 0.000 -0.005 -0.9530
H -3.3155 4.3170 3.4058 -0.002 -0.001 -0.003 0.4896
H -4.5261 2.2080 2.7626 0.001 0.003 -0.006 0.6055
H -3.1727 0.1955 2.2167 0.016 0.036 -0.009 0.3923
H 2.9081 0.5267 0.7145 -0.005 0.017 0.064 0.0663
H 4.4364 2.3322 1.4334 0.000 -0.001 -0.003 0.5469
H 3.4597 4.2896 2.6874 0.001 0.002 -0.002 0.4695
S -0.9240 -4.7998 -1.4368 0.014 0.030 -0.009 -0.5850
Sb -1.1539 -2.6923 -2.2649 -0.088 0.010 0.064 0.2463
S -2.0758 -1.2091 -0.2011 -0.091 -0.031 0.039 -0.8446
S 0.8920 -1.5473 -1.6744 -0.061 0.166 0.086 -0.5007
C -4.3741 -0.4253 4.8851 -0.022 0.016 0.007 -1.4067
C -3.4713 -1.6273 5.1379 -0.065 0.047 -0.055 1.9115
C -4.3216 -2.8700 5.3853 -0.031 0.022 -0.041 -1.4614
C -2.5720 -1.3679 6.3386 0.021 0.003 -0.020 -1.6299
O -2.6045 -1.7712 4.0059 0.065 -0.089 0.069 1.2493
Si -2.7710 -2.6996 2.6594 -0.020 0.035 -0.099 -2.9118
S -1.1416 -2.1987 1.3685 0.007 0.024 0.052 0.7448
O -4.2415 -2.3604 2.0518 0.011 -0.015 0.035 0.9214
C -5.1408 -3.0652 1.1743 -0.005 0.013 0.002 1.9513
C -4.4037 -4.0267 0.2525 0.010 -0.033 0.076 -0.9760
C -6.1161 -3.8305 2.0613 -0.031 0.010 0.008 -1.9320
C -5.8557 -1.9878 0.3713 0.014 -0.016 -0.002 -1.7521
O -2.7594 -4.2851 3.0689 -0.074 -0.005 0.069 -0.2322
C -1.6942 -5.2113 3.3222 0.066 -0.025 -0.061 2.3831
C -1.3927 -5.9454 2.0247 0.035 0.008 0.017 -1.4980
C -2.2182 -6.1823 4.3758 0.008 0.014 -0.034 -2.0892
C -0.4596 -4.4856 3.8434 0.017 -0.033 0.007 -1.1536
H -5.0546 -0.2729 5.7268 -0.001 -0.001 0.004 0.5353
H -4.9610 -0.5875 3.9791 -0.001 -0.005 0.004 0.0661
H -3.7732 0.4741 4.7503 -0.025 -0.035 0.048 0.2362
H -4.9464 -2.7092 6.2674 0.002 -0.004 -0.004 0.5577
H -3.6952 -3.7429 5.5533 0.050 -0.064 0.010 0.1315
H -4.9710 -3.0743 4.5331 0.019 0.008 0.027 0.1379
H -3.1711 -1.1738 7.2315 0.003 -0.001 -0.006 0.3987
H -1.9353 -0.5048 6.1448 0.021 0.015 -0.006 0.1748
H -1.9336 -2.2329 6.5272 0.014 -0.008 -0.004 0.3337
H -3.8191 -4.7542 0.8188 -0.049 0.049 -0.030 0.0423
H -3.7282 -3.4926 -0.4095 0.089 0.045 -0.049 -0.0066
H -5.1242 -4.5711 -0.3617 0.001 0.022 -0.017 0.6114
H -5.5741 -4.5585 2.6683 -0.002 -0.004 -0.007 0.1960
H -6.8493 -4.3592 1.4487 -0.006 -0.003 0.002 0.4906
H -6.6474 -3.1415 2.7222 0.004 -0.005 0.008 0.2942
H -5.1298 -1.4208 -0.2126 -0.007 0.001 0.009 0.2001
H -6.3745 -1.2987 1.0416 0.007 -0.009 -0.006 0.2708
H -6.5838 -2.4322 -0.3099 -0.002 -0.011 -0.001 0.4410
H -2.2837 -6.4715 1.6749 0.001 -0.001 -0.004 0.3791
H -0.5965 -6.6779 2.1780 -0.003 -0.006 -0.006 0.4744
H -1.0835 -5.2507 1.2399 -0.014 -0.044 0.039 -0.1416
H -3.1578 -6.6234 4.0389 -0.001 -0.002 -0.004 0.3609
H -2.3930 -5.6699 5.3227 -0.016 0.031 0.034 0.3728
H -1.4946 -6.9826 4.5447 -0.002 0.006 -0.005 0.4119
H -0.0210 -3.8291 3.0889 -0.007 -0.034 0.041 -0.0369
H 0.3108 -5.2054 4.1286 0.006 0.005 -0.005 0.6972
H -0.7141 -3.8843 4.7189 0.005 0.020 0.021 -0.1170
C 2.1942 -5.7431 0.8066 0.006 -0.005 0.009 -1.4150
C 2.1054 -4.2508 0.6140 0.026 0.015 0.019 0.8396
O 2.6614 -3.6151 1.7931 -0.023 -0.047 0.021 -0.5235
P 2.4786 -2.0053 1.9086 0.051 -0.041 -0.032 0.4818
O 4.0518 -1.5407 2.0668 -0.020 0.118 0.054 -0.1528
C 5.0093 -2.1989 2.8909 -0.021 -0.051 -0.015 -0.2643
C 5.0420 -1.6370 4.3015 0.010 0.048 -0.038 -0.9240
O 2.0013 -2.0342 3.4857 0.002 -0.013 -0.029 -0.4543
C 1.4759 -0.7948 3.9838 -0.002 -0.026 0.013 0.8248
C 1.1460 -0.9893 5.4443 -0.018 0.005 0.010 -1.2854
H 1.7395 -6.2371 -0.0527 -0.004 -0.010 -0.006 0.3416
H 1.6491 -6.0418 1.7036 0.018 0.007 -0.003 0.1619
H 3.2332 -6.0661 0.9071 -0.006 -0.002 -0.009 0.3977
H 1.0710 -3.9402 0.4700 -0.038 0.014 -0.010 -0.3653
H 2.6637 -3.9305 -0.2682 -0.003 0.003 -0.004 0.3915
H 5.9758 -2.0400 2.4065 0.007 -0.039 -0.004 0.3408
H 4.8082 -3.2725 2.9016 -0.007 -0.002 0.020 0.2297
H 5.1883 -0.5552 4.2746 0.004 -0.003 -0.004 0.2524
H 5.8705 -2.0836 4.8579 -0.010 0.004 0.011 0.4428
H 4.1105 -1.8478 4.8227 0.000 -0.016 0.002 0.0516
H 0.5914 -0.5112 3.4053 0.002 -0.009 0.010 -0.2720
H 2.2247 -0.0019 3.8700 0.013 -0.003 -0.003 0.2893
H 0.3889 -1.7637 5.5600 -0.028 -0.028 0.000 0.0353
H 0.7595 -0.0603 5.8684 -0.017 0.007 0.004 0.3595
H 2.0366 -1.2841 6.0036 -0.013 0.003 0.014 0.3663
C 5.1585 1.1602 -3.4076 0.003 -0.003 0.004 -0.4626
C 4.6322 0.3066 -2.4457 -0.003 -0.001 -0.006 -1.1626
C 3.3415 0.4678 -1.9729 0.001 -0.025 -0.001 0.5507
C 2.5069 1.4893 -2.4534 0.012 -0.001 0.048 0.2492
C 3.0547 2.3439 -3.4287 -0.001 -0.003 0.005 -0.3367
C 4.3504 2.1801 -3.8906 -0.001 0.001 0.001 -0.6960
N 1.2114 1.6742 -1.9724 -0.033 0.055 -0.015 1.1289
C 0.7566 3.0257 -2.0609 0.011 0.058 0.096 -0.0121
C 1.3178 3.9866 -1.2148 0.012 -0.009 0.000 0.2243
C 0.8669 5.2938 -1.2307 -0.007 0.002 0.000 -0.7276
C -0.1650 5.6658 -2.0886 0.001 0.002 0.005 -0.5401
C -0.7285 4.7162 -2.9255 -0.005 -0.003 0.000 -0.6695
C -0.2676 3.4042 -2.9208 -0.012 -0.002 0.020 -0.4205
H 6.1708 1.0322 -3.7714 -0.001 -0.001 0.000 0.3659
H 5.2351 -0.5009 -2.0456 0.003 -0.002 0.001 0.4077
H 2.9659 -0.2153 -1.2263 -0.008 0.006 -0.008 -0.5599
H 2.4455 3.1419 -3.8316 -0.004 0.002 0.002 0.4497
H 4.7273 2.8600 -4.6473 0.001 -0.001 0.001 0.3542
H 2.1062 3.6790 -0.5361 -0.006 0.008 -0.014 0.3844
H 1.3066 6.0231 -0.5590 0.003 0.002 0.005 0.4043
H -0.5345 6.6845 -2.0887 0.000 -0.001 0.001 0.3562
H -1.5484 4.9824 -3.5813 -0.001 -0.003 -0.002 0.4280
H -0.7292 2.6618 -3.5577 -0.001 0.002 -0.003 0.3132
F -0.9059 1.8233 -0.2444 -0.105 -0.036 0.170 -0.6489
Te -3.5488 0.4642 -2.9661 -0.010 -0.144 0.086 1.6509
F -3.1717 2.0086 -3.9597 0.013 0.043 0.013 -0.4199
F -3.7229 1.7613 -1.5171 -0.029 0.018 -0.022 -0.5534
F -3.3728 -0.3525 -4.7400 0.057 0.013 -0.009 -0.5457
F -5.4082 0.8390 -3.4028 -0.031 0.094 -0.077 -0.5146
O -1.4494 0.4816 -2.6855 0.033 0.021 0.407 -0.3358
```
Positions in Å, forces in eV/Å.

As for the charge: -2. The energy above the lowest of the compared OMol25 structures with the same formula, charge and spin comes out at 0.0 kJ/mol. Its multiplicity is 1. The orbital gap comes out at 5.70 eV.



| no. | E (hartree) |
| --- | --- |
| 1 | -8918.44146 |
| 2 | -8918.47422 |